[1]
{
  "formula": "C47H54CeN6O3STe",
  "method": "the ωB97M-V functional and the def2-TZVPD basis",
  "lumo_ev": [-3.55, -4.84],
  "charge": 1,
  "orbital_gap_ev": [5.82, 4.53],
  "spin_multiplicity": 2,
  "s_squared": 0.759,
  "elements": ["Ce", "C", "N", "C", "C", "C", "N", "C", "C", "C", "C", "C", "C", "C", "O", "C", "C", "C", "N", "C", "C", "C", "C", "C", "C", "C", "O", "H", "H", "H", "H", "H", "H", "H", "H", "H", "H", "H", "H", "H", "H", "H", "H", "H", "H", "H", "H", "H", "H", "H", "H", "H", "S", "C", "N", "C", "C", "N", "H", "H", "H", "H", "H", "H", "C", "C", "C", "C", "C", "C", "Te", "N", "C", "O", "C", "C", "C", "C", "C", "C", "C", "C", "C", "C", "C", "C", "C", "C", "C", "C", "H", "H", "H", "H", "H", "H", "H", "H", "H", "H", "H", "H", "H", "H", "H", "H", "H", "H", "H", "H", "H", "H", "H"],
  "coordinates": [[2.306003, -0.573200, -0.123833], [4.030441, 2.887059, -0.626806], [3.294118, 2.183718, 0.437860], [4.168072, 1.989217, 1.616369], [5.538133, 1.369959, 1.330886], [5.515085, 0.074391, 0.511620], [4.405854, -0.744361, 0.971574], [4.616539, -1.675416, 1.833374], [3.578272, -2.368862, 2.545488], [3.934598, -3.521396, 3.276826], [3.025502, -4.233509, 4.009416], [1.709849, -3.768865, 4.065117], [1.342637, -2.621957, 3.406480], [2.231469, -1.889762, 2.605086], [1.820884, -0.786511, 2.001557], [2.134729, 3.037385, 0.832999], [0.773595, 2.413788, 0.577677], [0.467086, 2.127574, -0.907675], [0.982970, 0.835937, -1.279464], [0.022985, -0.151137, -1.689167], [0.503941, -1.114183, -2.780979], [-0.492240, -1.620291, -3.613790], [-0.232885, -2.557530, -4.594915], [1.064881, -3.036398, -4.722628], [2.061889, -2.565332, -3.892349], [1.835718, -1.598637, -2.902473], [2.853460, -1.182193, -2.149996], [4.414473, 3.850215, -0.272712], [3.364492, 3.063777, -1.464475], [4.860922, 2.292435, -1.001270], [3.624573, 1.358981, 2.321690], [4.357528, 2.953632, 2.101058], [5.982305, 1.155163, 2.304792], [6.185393, 2.089396, 0.827764], [6.470728, -0.435809, 0.632438], [5.363074, 0.290356, -0.547938], [5.642336, -1.948253, 2.086291], [4.968489, -3.847483, 3.240368], [3.320362, -5.125761, 4.543279], [0.972766, -4.307752, 4.646953], [0.332281, -2.243828, 3.484282], [2.199969, 3.987209, 0.297348], [2.196000, 3.261857, 1.898791], [0.008551, 3.087336, 0.963483], [0.715883, 1.476213, 1.141406], [0.952129, 2.895577, -1.517501], [-0.603866, 2.188634, -1.090006], [-0.888761, 0.326549, -2.039654], [-1.507036, -1.255080, -3.481416], [-1.025809, -2.906960, -5.242697], [1.294270, -3.791156, -5.464711], [3.072441, -2.950648, -3.971871], [2.945044, 1.625003, -3.422270], [2.284141, 0.997295, -4.832282], [1.035355, 1.198139, -5.278145], [0.770025, 0.538101, -6.556475], [2.112742, -0.157511, -6.855704], [2.973107, 0.334033, -5.777253], [0.311814, 1.531162, -4.666534], [0.521030, 1.276345, -7.316998], [-0.048179, -0.174804, -6.473110], [2.510847, 0.126574, -7.826261], [2.020728, -1.242106, -6.813303], [3.832336, -0.125910, -5.530768], [-5.469891, 3.799559, 5.610245], [-4.665354, 2.933413, 4.679106], [-3.280373, 2.964784, 4.674813], [-2.528223, 2.157441, 3.822326], [-1.020352, 2.271929, 3.920970], [-3.182910, 1.310079, 2.918867], [-2.059648, 0.155717, 1.481578], [-0.484226, -1.020504, -0.554785], [0.082709, -2.144225, -0.176934], [1.327387, -2.480855, -0.281245], [-0.855394, -3.233597, 0.274272], [-1.507686, -3.340277, 1.493526], [-2.340548, -4.424310, 1.740078], [-2.511967, -5.411964, 0.782222], [-1.841696, -5.321038, -0.430615], [-1.021855, -4.233952, -0.685725], [-2.972733, 1.223417, -0.109879], [-2.920009, 2.615522, -0.070552], [-3.354691, 3.380414, -1.142294], [-3.841270, 2.746222, -2.277683], [-3.939901, 1.362513, -2.302971], [-3.528813, 0.575977, -1.223800], [-3.699504, -0.922821, -1.284193], [-4.587678, 1.240322, 2.936479], [-5.359742, 0.315707, 2.026903], [-5.298672, 2.050289, 3.810637], [-4.834007, 4.503082, 6.146066], [-5.994548, 3.186955, 6.346271], [-6.223762, 4.363878, 5.059128], [-2.759040, 3.635637, 5.351735], [-0.713356, 2.318642, 4.966494], [-0.676280, 3.191361, 3.436434], [-0.512177, 1.430886, 3.455523], [-1.367976, -2.598962, 2.261401], [-2.864156, -4.491109, 2.685541], [-3.166013, -6.252527, 0.976824], [-1.958742, -6.093503, -1.179384], [-0.499301, -4.148235, -1.633777], [-2.532019, 3.106778, 0.816614], [-3.288499, 4.459946, -1.101312], [-4.149931, 3.324921, -3.138740], [-4.344142, 0.873052, -3.182703], [-4.171912, -1.218514, -2.221500], [-4.324165, -1.267391, -0.456850], [-2.741713, -1.435230, -1.191686], [-4.818897, -0.617692, 1.874217], [-5.509687, 0.778396, 1.046967], [-6.339552, 0.090997, 2.446745], [-6.383192, 1.988473, 3.819848]],
  "atomic_forces_ev_per_a": [[1.43, 0.16, 0.26], [0.00, -0.12, -0.05], [0.06, -0.12, -0.05], [0.18, -0.05, -0.05], [-0.16, 0.00, -0.16], [-0.10, 0.30, 0.16], [0.55, -0.28, 0.10], [-0.17, 0.17, 0.08], [-0.53, -0.01, -0.06], [0.29, 0.09, -0.21], [-0.07, -0.05, 0.04], [0.06, -0.05, 0.05], [-0.38, 0.35, -0.15], [0.55, -0.60, 0.69], [0.16, 0.13, -0.49], [-0.16, -0.09, -0.01], [0.46, -0.18, -0.30], [0.11, 0.37, 0.24], [-0.70, 0.57, -0.10], [-0.22, -1.07, -0.71], [0.54, 0.18, -0.03], [-0.10, 0.23, 0.02], [0.04, -0.01, 0.00], [-0.07, -0.01, -0.04], [0.48, 0.00, 0.12], [-0.84, -0.04, -0.72], [-0.25, 0.09, 1.13], [0.04, 0.01, 0.04], [-0.04, 0.12, 0.02], [-0.02, 0.00, 0.02], [-0.04, 0.05, 0.08], [-0.07, 0.06, 0.04], [0.06, 0.04, 0.01], [0.05, -0.01, 0.06], [0.05, -0.14, -0.12], [0.09, -0.04, -0.06], [0.10, 0.04, 0.01], [-0.01, 0.00, -0.03], [0.01, 0.02, -0.01], [-0.01, 0.03, 0.00], [0.02, 0.00, 0.03], [0.04, 0.05, 0.06], [0.09, 0.02, 0.03], [-0.08, -0.10, 0.10], [-0.34, 0.14, 0.16], [0.02, -0.06, -0.10], [-0.12, -0.08, -0.06], [-0.05, 0.20, -0.07], [0.03, 0.02, 0.01], [0.00, -0.04, 0.04], [0.04, 0.01, 0.01], [-0.02, 0.00, -0.03], [-0.23, -0.06, 0.04], [0.05, 0.42, -0.33], [-0.10, -0.32, 0.01], [0.03, 0.07, 0.08], [0.04, 0.03, 0.11], [-0.13, -0.27, -0.01], [0.08, 0.13, -0.01], [-0.02, 0.02, -0.02], [-0.02, -0.02, 0.04], [0.02, 0.01, -0.04], [0.01, -0.05, 0.03], [0.07, 0.13, 0.02], [0.01, -0.06, -0.04], [0.03, -0.01, 0.00], [-0.03, -0.01, 0.00], [0.15, -0.02, -0.11], [-0.17, 0.01, -0.01], [0.19, -0.02, 0.07], [-0.93, 0.60, 0.66], [1.07, -0.03, 0.05], [-1.51, -0.30, -0.10], [-0.24, -0.24, -0.18], [0.30, -0.22, -0.04], [0.06, -0.02, 0.00], [-0.02, -0.02, -0.04], [-0.01, 0.00, -0.02], [-0.03, 0.06, -0.01], [0.03, 0.03, 0.00], [0.14, -0.16, -0.29], [0.00, 0.01, 0.08], [0.02, -0.05, -0.05], [0.02, -0.04, 0.02], [0.05, 0.01, 0.01], [0.10, -0.07, 0.05], [0.03, 0.16, 0.00], [-0.03, -0.17, -0.13], [0.08, 0.16, 0.04], [-0.01, 0.04, 0.04], [-0.02, 0.00, -0.01], [0.01, 0.03, 0.00], [0.01, 0.01, 0.03], [-0.03, -0.04, 0.01], [-0.01, 0.03, -0.01], [0.03, -0.04, 0.00], [0.06, 0.01, -0.01], [-0.04, 0.08, -0.01], [0.04, 0.00, 0.00], [0.03, 0.02, 0.02], [-0.02, 0.01, 0.00], [-0.03, -0.05, 0.03], [0.00, -0.02, -0.03], [-0.04, 0.00, 0.02], [-0.04, 0.01, 0.02], [-0.03, 0.00, 0.04], [-0.01, 0.00, 0.03], [0.01, 0.00, -0.01], [-0.02, -0.05, -0.01], [-0.05, -0.04, -0.01], [0.01, -0.05, 0.00], [0.00, 0.02, 0.00], [0.04, 0.00, -0.02]]
}

=====

[2]
{
  "formula": "C47H54ClFeNO4PSe2",
  "method": "the ωB97M-V functional and the def2-TZVPD basis",
  "lumo_ev": [2.21, 0.51],
  "charge": -1,
  "orbital_gap_ev": [5.86, 4.88],
  "spin_multiplicity": 5,
  "s_squared": 6.046,
  "elements": ["Fe", "C", "C", "C", "C", "C", "C", "C", "N", "C", "C", "C", "C", "C", "C", "O", "C", "C", "C", "C", "C", "C", "C", "C", "C", "O", "C", "C", "C", "C", "C", "C", "H", "H", "H", "H", "H", "H", "H", "H", "H", "H", "H", "H", "H", "H", "H", "H", "H", "H", "H", "H", "H", "H", "H", "H", "H", "H", "H", "H", "H", "H", "H", "H", "H", "H", "H", "H", "H", "H", "H", "H", "Cl", "C", "C", "C", "C", "O", "C", "C", "O", "C", "H", "H", "H", "H", "Se", "P", "Se", "C", "C", "C", "C", "C", "C", "C", "C", "C", "C", "C", "C", "H", "H", "H", "H", "H", "H", "H", "H", "H", "H"],
  "coordinates": [[0.178535, 0.499524, 0.103291], [-4.340947, -2.605929, 5.165962], [-4.239366, -1.139045, 4.721464], [-4.232887, -0.233975, 5.963458], [-5.484278, -0.809156, 3.896662], [-2.950591, -0.916949, 3.925013], [-2.956872, -0.407773, 2.642795], [-1.748911, -0.212368, 1.958102], [-1.579356, 0.259355, 0.691873], [-2.550527, 0.687684, -0.194216], [-3.858661, 0.231318, -0.309692], [-4.723373, 0.799124, -1.232330], [-4.222677, 1.820265, -2.045743], [-2.901507, 2.277587, -1.999974], [-2.022899, 1.684115, -1.060089], [-0.754301, 1.994332, -0.912926], [-2.417862, 3.411016, -2.910615], [-1.950337, 4.592761, -2.042124], [-1.242443, 2.939368, -3.784424], [-3.519951, 3.911161, -3.843665], [-6.186557, 0.343123, -1.252401], [-6.857323, 0.765760, 0.066250], [-6.976268, 0.964584, -2.405792], [-6.274308, -1.182264, -1.382680], [-0.489026, -0.399601, 2.612184], [0.559985, 0.060956, 1.987136], [-0.476876, -1.008811, 3.894281], [-1.709737, -1.236771, 4.499077], [0.785895, -1.408826, 4.690811], [0.880756, -0.527883, 5.948115], [0.664630, -2.882635, 5.110383], [2.109278, -1.272502, 3.922216], [-5.279400, -2.778101, 5.707234], [-3.515091, -2.885512, 5.826053], [-4.313811, -3.268951, 4.294917], [-5.158062, -0.360656, 6.539544], [-4.151664, 0.815642, 5.664461], [-3.386282, -0.464360, 6.617933], [-6.380402, -0.997713, 4.495183], [-5.541020, -1.429264, 2.994811], [-5.496092, 0.242977, 3.595661], [-3.885063, -0.132111, 2.162552], [-4.178776, -0.606607, 0.297840], [-4.896950, 2.289139, -2.755991], [-1.128423, 4.279947, -1.397570], [-2.770457, 4.955315, -1.412741], [-1.606926, 5.419241, -2.678302], [-0.438610, 2.546973, -3.163691], [-0.856223, 3.780842, -4.375569], [-1.562686, 2.150729, -4.476788], [-4.360707, 4.343762, -3.289354], [-3.899409, 3.106254, -4.483933], [-3.108867, 4.690243, -4.494232], [-6.800438, 1.852630, 0.189583], [-6.358860, 0.303789, 0.925567], [-7.915360, 0.470264, 0.080462], [-7.024698, 2.053668, -2.320929], [-8.003030, 0.583870, -2.390635], [-6.531622, 0.706458, -3.372769], [-5.774629, -1.689470, -0.550769], [-5.803770, -1.512868, -2.309520], [-7.323730, -1.500831, -1.387928], [-1.708025, -1.672514, 5.496188], [-0.004441, -0.639784, 6.580935], [0.962396, 0.525567, 5.663675], [1.764119, -0.798048, 6.540584], [-0.185408, -3.055555, 5.776555], [1.574075, -3.193881, 5.636299], [0.540991, -3.518656, 4.228174], [2.308335, -0.241716, 3.639088], [2.100962, -1.868357, 3.005091], [2.924992, -1.631137, 4.564153], [5.860435, -4.168475, 0.243421], [4.290563, -3.389610, 0.179020], [3.126824, -4.163518, 0.354978], [1.892961, -3.582472, 0.277019], [1.730748, -2.182230, 0.014017], [0.571409, -1.671948, -0.161355], [2.935705, -1.414198, -0.110465], [2.947963, 0.000995, -0.316904], [2.009621, 0.779701, -0.293044], [4.194341, -2.053116, -0.041648], [3.222091, -5.225674, 0.550829], [0.989710, -4.165960, 0.405918], [3.937100, 0.446188, -0.481866], [5.095123, -1.458826, -0.159212], [-0.022916, -0.353570, -2.958979], [-1.055933, -2.205788, -2.757717], [-1.729243, -2.848879, -0.783782], [-2.576821, -2.236707, -3.781960], [-3.355092, -3.399096, -3.842704], [-4.534007, -3.416551, -4.574633], [-4.952640, -2.271981, -5.243521], [-4.194002, -1.111406, -5.171814], [-3.009662, -1.089030, -4.440282], [-0.049094, -3.572297, -3.467842], [0.998783, -3.294251, -4.341292], [1.744019, -4.331028, -4.893073], [1.446517, -5.651698, -4.583879], [0.408473, -5.935671, -3.706494], [-0.329131, -4.901137, -3.144640], [-3.037624, -4.294151, -3.315963], [-5.134991, -4.317964, -4.607501], [-5.877667, -2.284042, -5.807824], [-4.522909, -0.210881, -5.679111], [-2.411970, -0.187531, -4.373251], [1.228151, -2.264012, -4.575257], [2.566782, -4.100115, -5.558324], [2.026186, -6.458525, -5.017991], [0.179336, -6.963241, -3.447291], [-1.113745, -5.127828, -2.430639]],
  "atomic_forces_ev_per_a": [[-1.86, -0.04, 0.82], [0.01, -0.06, -0.02], [0.08, 0.00, 0.04], [-0.01, 0.03, 0.03], [-0.02, 0.01, -0.05], [0.11, -0.12, 0.17], [-0.01, 0.03, -0.21], [0.09, -0.11, 0.28], [0.39, -0.22, -0.42], [0.01, 0.20, -0.05], [0.13, -0.08, 0.12], [-0.06, 0.09, -0.08], [-0.06, 0.08, -0.06], [0.01, -0.06, 0.05], [-0.24, 0.07, -0.12], [0.49, -0.36, 0.09], [0.10, -0.03, 0.04], [0.02, -0.01, -0.01], [-0.04, 0.03, -0.05], [-0.06, 0.05, -0.08], [0.02, 0.07, 0.03], [-0.02, 0.04, 0.05], [0.00, -0.04, -0.05], [-0.01, -0.06, 0.08], [-0.14, -0.05, 0.21], [0.28, 0.09, -0.28], [0.03, -0.03, -0.02], [-0.08, 0.00, 0.05], [-0.06, 0.14, -0.11], [0.01, 0.00, 0.01], [0.00, -0.05, 0.04], [-0.09, -0.06, -0.07], [0.09, 0.01, -0.05], [-0.07, 0.02, -0.07], [-0.02, 0.05, 0.09], [0.09, 0.00, -0.04], [-0.01, -0.08, 0.04], [-0.08, 0.03, -0.07], [0.03, 0.01, -0.03], [-0.01, 0.08, 0.10], [-0.02, -0.10, 0.00], [0.13, -0.02, 0.07], [0.01, 0.11, -0.03], [0.12, -0.12, 0.13], [-0.05, 0.03, -0.01], [0.06, -0.03, -0.06], [-0.05, -0.09, 0.06], [-0.04, 0.03, -0.03], [-0.06, -0.09, 0.05], [0.05, 0.10, 0.10], [0.08, -0.06, -0.07], [0.03, 0.10, 0.05], [-0.04, -0.04, 0.05], [0.00, -0.11, 0.01], [-0.06, 0.06, -0.10], [0.13, 0.01, 0.00], [0.02, -0.06, -0.03], [0.06, 0.03, -0.01], [-0.03, 0.05, 0.07], [-0.07, 0.06, -0.12], [0.03, -0.05, -0.06], [0.09, 0.01, -0.01], [-0.03, 0.07, -0.12], [0.07, 0.02, -0.04], [0.00, -0.08, 0.04], [-0.08, 0.02, -0.06], [0.08, -0.01, -0.07], [-0.07, 0.01, -0.02], [0.02, 0.05, 0.08], [-0.01, 0.00, -0.01], [0.01, 0.05, 0.06], [-0.10, 0.03, -0.07], [-0.11, 0.03, 0.02], [0.05, -0.24, 0.05], [-0.01, 0.04, -0.01], [-0.03, 0.11, 0.01], [-0.21, 0.12, -0.33], [0.14, -0.06, 0.30], [0.00, -0.23, -0.02], [0.64, -0.64, 0.19], [-0.09, 1.01, -0.40], [0.01, 0.25, -0.01], [-0.01, 0.05, -0.02], [0.01, -0.01, -0.03], [0.16, -0.03, -0.03], [-0.06, -0.01, -0.01], [-0.28, -0.41, 0.04], [0.71, 0.50, -1.12], [-0.07, -0.01, 0.46], [-0.33, -0.12, 0.27], [0.07, 0.09, -0.03], [0.06, 0.02, 0.08], [0.04, 0.06, 0.05], [0.08, -0.02, 0.04], [0.00, -0.10, 0.01], [-0.08, -0.26, 0.20], [-0.05, -0.13, -0.02], [-0.09, 0.04, 0.06], [-0.01, 0.05, 0.00], [-0.05, 0.06, 0.03], [0.07, -0.02, -0.06], [-0.05, 0.09, -0.06], [0.04, 0.02, -0.02], [0.02, 0.01, 0.01], [0.02, -0.05, 0.03], [-0.04, 0.00, 0.05], [0.02, 0.05, 0.02], [-0.02, -0.01, -0.01], [0.00, 0.04, 0.03], [0.01, 0.05, -0.01], [0.09, 0.01, -0.03]]
}